# 1
Density functional theory data (ωB97M-V/def2-TZVPD) for a structure of composition C24H33ErFN5S at a distorted geometry.

For the lowest unoccupied orbital energy (spin up / spin down), the calculation gives -0.528 / -0.456 eV. As for the expectation value of S²: 3.7540. The calculation puts the HOMO-LUMO gap (spin up / spin down) at 6.596 / 6.694 eV. As for the spin multiplicity: 4. Its charge is 0.

CARTESIAN COORDINATES (ANGSTROEM)
Er: 0.453 -2.130 0.087
C: -3.853 -0.299 0.605
C: -2.933 0.427 -0.386
C: -2.436 -0.543 -1.463
C: -1.804 1.232 0.244
C: -1.759 2.579 -0.093
C: -0.814 3.429 0.445
C: 0.134 2.922 1.311
C: 0.162 1.577 1.655
C: 1.290 1.155 2.587
C: 2.252 0.141 1.960
C: 0.834 0.666 3.964
C: -0.816 0.716 1.111
N: -0.797 -0.667 1.401
C: -1.471 -1.102 2.489
C: -2.203 -0.289 3.389
C: -2.869 -0.828 4.463
C: -2.859 -2.193 4.720
C: -2.150 -3.029 3.872
C: -1.487 -2.473 2.808
F: -0.743 -3.320 1.929
H: -4.820 -0.471 0.135
H: -4.013 0.293 1.503
H: -3.442 -1.265 0.891
H: -3.556 1.164 -0.908
H: -1.767 -1.333 -1.051
H: -1.903 0.005 -2.239
H: -3.290 -1.039 -1.918
H: -2.493 2.978 -0.778
H: -0.811 4.477 0.192
H: 0.870 3.589 1.739
H: 1.878 2.064 2.757
H: 1.795 -0.866 1.919
H: 3.152 0.059 2.569
H: 2.542 0.461 0.956
H: 0.423 -0.339 3.914
H: 0.071 1.323 4.373
H: 1.681 0.659 4.650
H: -2.227 0.777 3.214
H: -3.415 -0.166 5.119
H: -3.395 -2.597 5.563
H: -2.107 -4.095 4.023
S: 0.392 -3.873 -1.630
C: 1.442 0.904 -2.057
N: 1.513 -0.572 -2.058
C: 0.892 -1.042 -3.331
N: 1.543 -0.481 -4.495
C: 1.462 0.969 -4.423
N: 2.099 1.487 -3.213
C: 3.494 1.057 -3.223
N: 3.614 -0.393 -3.288
C: 2.944 -0.964 -2.139
C: 2.945 -0.867 -4.497
H: 1.918 1.295 -1.150
H: 0.388 1.206 -2.051
H: -0.160 -0.742 -3.339
H: 0.947 -2.139 -3.350
H: 0.410 1.266 -4.424
H: 1.958 1.403 -5.295
H: 3.983 1.414 -2.312
H: 3.994 1.498 -4.088
H: 3.465 -0.626 -1.233
H: 2.993 -2.058 -2.210
H: 3.020 -1.956 -4.543
H: 3.437 -0.433 -5.370


# 2
Density functional theory data (ωB97M-V/def2-TZVPD) for a structure of composition C44H44AsBrN5O3RbS.

For the lowest unoccupied orbital energy, the calculation gives 3.204 eV. The calculation puts the HOMO-LUMO gap at 4.446 eV. Its charge is -2. The relative energy (zero: lowest compared OMol25 entry of this formula, charge and spin) is 40.0 kcal per mole.

CARTESIAN COORDINATES (ANGSTROEM)
Rb: 0.164 1.011 -0.206
C: -2.016 2.443 -3.558
C: -0.521 2.409 -3.395
N: 0.123 1.292 -3.324
O: -0.758 0.177 -3.397
C: 0.225 3.658 -3.299
C: 1.714 3.665 -3.125
N: -0.479 4.774 -3.351
O: 0.178 5.879 -3.234
H: -2.496 1.892 -2.748
H: -2.298 1.939 -4.485
H: -2.355 3.474 -3.571
H: -0.138 -0.566 -3.388
H: 2.140 2.693 -3.366
H: 1.995 3.914 -2.097
H: 2.142 4.443 -3.761
S: 3.319 1.375 -0.121
C: 4.501 0.105 0.085
C: 5.866 0.409 0.242
C: 6.814 -0.581 0.443
C: 6.430 -1.916 0.494
C: 5.087 -2.238 0.315
C: 4.122 -1.261 0.090
As: 2.150 -1.561 -0.100
C: 2.131 -1.607 -2.073
C: 1.267 -2.487 -2.732
C: 1.204 -2.522 -4.120
C: 1.993 -1.660 -4.876
C: 2.844 -0.776 -4.230
C: 2.917 -0.753 -2.842
C: 2.265 -3.526 0.170
C: 1.827 -4.036 1.390
C: 1.929 -5.389 1.691
C: 2.473 -6.268 0.765
C: 2.917 -5.777 -0.457
C: 2.814 -4.422 -0.746
H: 6.160 1.452 0.207
H: 7.859 -0.311 0.563
H: 7.161 -2.698 0.667
H: 4.802 -3.282 0.355
H: 0.628 -3.134 -2.146
H: 0.529 -3.214 -4.611
H: 1.927 -1.665 -5.958
H: 3.440 -0.078 -4.806
H: 3.567 -0.038 -2.352
H: 1.387 -3.358 2.114
H: 1.572 -5.759 2.646
H: 2.548 -7.326 0.990
H: 3.347 -6.453 -1.189
H: 3.180 -4.055 -1.698
Br: -7.497 -0.591 -2.273
C: -6.065 0.357 -1.457
C: -4.796 -0.190 -1.457
C: -3.767 0.511 -0.850
C: -3.992 1.755 -0.268
C: -5.288 2.267 -0.252
C: -6.328 1.574 -0.849
N: -2.878 2.376 0.335
C: -2.863 3.596 0.635
C: -1.718 4.217 1.338
C: -1.753 5.568 1.641
C: -0.661 6.142 2.274
C: 0.425 5.345 2.584
C: 0.368 3.996 2.248
N: -0.678 3.445 1.649
H: -4.599 -1.155 -1.903
H: -2.773 0.075 -0.822
H: -5.502 3.202 0.251
H: -7.334 1.969 -0.832
H: -3.687 4.272 0.378
H: -2.615 6.162 1.360
H: -0.652 7.200 2.503
H: 1.309 5.754 3.051
H: 1.203 3.332 2.453
C: 0.845 -0.667 5.142
N: -0.457 -0.133 4.782
C: -1.489 -0.076 5.794
C: -0.639 0.304 3.497
C: -2.027 0.758 3.117
O: 0.284 0.276 2.703
H: 0.721 -1.431 5.910
H: 1.517 0.112 5.516
H: 1.308 -1.106 4.262
H: -1.018 -0.070 6.777
H: -2.170 -0.933 5.748
H: -2.082 0.833 5.708
H: -2.761 -0.020 3.336
H: -2.035 0.983 2.055
H: -2.303 1.668 3.657
C: -3.405 -3.209 0.552
C: -2.449 -2.845 1.496
C: -1.238 -2.285 1.081
C: -0.896 -2.037 -0.261
C: -1.911 -2.406 -1.168
C: -3.125 -2.989 -0.793
H: -4.343 -3.661 0.857
H: -2.649 -3.006 2.555
H: -0.514 -2.024 1.857
H: -1.761 -2.230 -2.237
H: -3.860 -3.273 -1.544


# 3
Density functional theory data (ωB97M-V/def2-TZVPD) for a structure of composition C30H52BrHgN3OP2 at a distorted geometry.

For the lowest unoccupied orbital energy, the calculation gives -7.799 eV. The calculation puts the HOMO-LUMO gap at 4.941 eV. Its charge is +2.

CARTESIAN COORDINATES (ANGSTROEM)
N: -4.643 -1.155 3.155
C: -4.095 -0.092 3.746
C: -3.863 1.101 3.062
C: -4.211 1.186 1.694
C: -4.902 0.093 1.125
C: -5.066 -1.062 1.895
C: -3.744 2.292 0.896
Hg: 0.510 0.132 -1.318
P: 2.996 0.565 -1.871
C: -3.913 2.344 -0.466
C: -2.848 2.765 -1.344
C: -2.756 2.256 -2.664
C: -1.570 2.360 -3.377
C: -0.475 2.963 -2.757
C: -0.582 3.643 -1.540
C: -1.771 3.525 -0.824
Br: 1.153 3.245 -3.803
H: -3.157 3.035 1.431
H: -4.754 1.836 -0.931
H: -3.344 1.918 3.558
H: -5.214 0.077 0.084
H: -3.835 -0.182 4.802
H: -5.541 -1.946 1.460
H: -3.614 1.733 -3.088
H: -1.851 3.991 0.157
H: -1.480 2.003 -4.403
H: 0.247 4.250 -1.182
P: -0.354 -2.379 -1.046
C: 3.261 2.212 -1.113
C: 4.099 3.225 -1.889
H: 3.720 2.013 -0.127
H: 2.260 2.630 -0.915
H: 4.226 4.123 -1.267
H: 5.099 2.844 -2.134
H: 3.588 3.540 -2.809
C: 2.659 0.456 -3.666
C: 3.816 0.749 -4.607
H: 1.829 1.163 -3.881
H: 2.240 -0.548 -3.850
H: 3.420 0.953 -5.611
H: 4.408 1.622 -4.300
H: 4.475 -0.124 -4.682
C: 4.481 -0.452 -1.609
C: 5.807 0.284 -1.800
H: 4.408 -1.320 -2.285
H: 4.402 -0.838 -0.581
H: 6.634 -0.434 -1.774
H: 5.874 0.809 -2.761
H: 5.980 1.008 -0.995
C: 0.442 -3.786 -0.171
C: 1.945 -3.922 -0.399
H: -0.066 -4.708 -0.500
H: 0.236 -3.673 0.903
H: 2.317 -4.802 0.143
H: 2.186 -4.059 -1.459
H: 2.485 -3.044 -0.023
C: -0.431 -2.997 -2.778
C: -1.280 -2.114 -3.693
H: -0.829 -4.023 -2.736
H: 0.606 -3.058 -3.139
H: -1.205 -2.475 -4.726
H: -2.338 -2.139 -3.405
H: -0.948 -1.067 -3.683
C: -2.116 -2.518 -0.523
C: -2.345 -2.763 0.963
H: -2.578 -3.327 -1.113
H: -2.598 -1.570 -0.813
H: -3.417 -2.875 1.166
H: -1.847 -3.671 1.328
H: -1.978 -1.909 1.550
C: -1.031 -0.742 5.348
N: -0.328 -1.100 4.129
C: -0.386 -2.506 3.780
C: -0.147 -0.150 3.130
O: -0.316 -0.379 1.920
N: 0.240 1.102 3.574
C: 1.099 1.250 4.741
C: 0.346 2.127 2.555
H: -0.436 -1.022 6.228
H: -1.996 -1.264 5.410
H: -1.221 0.335 5.370
H: 0.229 -2.691 2.894
H: 0.013 -3.086 4.623
H: -1.417 -2.840 3.589
H: 1.990 1.832 4.482
H: 0.580 1.777 5.552
H: 1.413 0.264 5.099
H: 1.215 1.959 1.895
H: -0.563 2.133 1.940
H: 0.463 3.095 3.056


# 4
Density functional theory data (ωB97M-V/def2-TZVPD) for a cluster of 2 separate species, C4H11NO2 in total at a distorted geometry.

For the lowest unoccupied orbital energy (spin up / spin down), the calculation gives -4.065 / -8.624 eV. As for the expectation value of S²: 0.7741. The calculation puts the HOMO-LUMO gap (spin up / spin down) at 9.223 / 4.665 eV. As for the spin multiplicity: 2. Its charge is +1. The relative energy (zero: lowest compared OMol25 entry of this formula, charge and spin) is 43.6 kcal per mole.

CARTESIAN COORDINATES (ANGSTROEM)
C: -1.487 2.104 -1.475
C: -0.924 0.936 -0.665
N: -0.043 0.131 -1.375
C: -0.111 -1.355 -0.944
C: -1.153 -2.038 -1.900
O: -1.095 0.594 0.508
H: -1.697 1.926 -2.584
H: -2.456 2.499 -1.039
H: -0.932 3.112 -1.402
H: 0.582 0.662 -2.142
H: -0.301 -1.596 0.070
H: 0.936 -1.612 -1.289
H: -1.292 -3.134 -1.683
H: -0.776 -1.949 -2.975
H: -2.119 -1.503 -1.602
H: 4.632 0.099 5.524
H: 3.337 -0.761 5.466
O: 3.899 -0.161 4.891


charge of number 3 (C30H52BrHgN3OP2)? +2


What is the charge in the third record? +2


Which of these has the lowest charge? C44H44AsBrN5O3RbS